{
  "formula": "C3H12NO",
  "method": "ωB97M-V with the def2-TZVPD basis set",
  "species": ["C", "C", "N", "C", "H", "H", "H", "H", "H", "H", "H", "H", "H", "H", "H", "H", "O"],
  "coordinates": [[-1.43, -1.01, 0.97], [0.06, -1.10, 0.76], [0.44, -0.31, -0.46], [1.92, -0.28, -0.81], [-1.97, -1.36, 0.08], [-1.64, -1.53, 1.93], [-1.77, 0.01, 1.16], [0.68, -0.64, 1.52], [0.45, -2.10, 0.63], [0.16, 0.69, -0.49], [-0.12, -0.61, -1.28], [2.42, 0.25, 0.00], [1.95, 0.33, -1.70], [2.29, -1.31, -0.79], [-1.18, 2.66, 0.41], [-0.81, 2.87, -1.01], [-0.87, 2.16, -0.36]],
  "nbo_charge": [-0.640, -0.208, -0.522, -0.409, 0.228, 0.259, 0.229, 0.218, 0.225, 0.469, 0.420, 0.228, 0.234, 0.237, 0.503, 0.499, -0.969],
  "e_lumo_ha": -0.1142,
  "charge": 1,
  "gap_ev": 13.425,
  "e_above_lowest_kcal_mol": 12.3,
  "homo_ev": -16.53
}



{
  "formula": "C3H12NO",
  "method": "ωB97M-V with the def2-TZVPD basis set",
  "species": ["C", "C", "N", "C", "H", "H", "H", "H", "H", "H", "H", "H", "H", "H", "H", "H", "O"],
  "coordinates": [[-1.73, 0.61, -0.39], [-0.92, -0.62, 0.06], [0.60, -0.48, 0.08], [1.28, -1.72, 0.62], [-1.36, 1.51, 0.09], [-2.74, 0.32, -0.12], [-1.65, 0.73, -1.47], [-1.10, -1.45, -0.62], [-1.20, -0.86, 1.09], [0.91, -0.46, -0.88], [0.77, 0.41, 0.54], [0.95, -2.46, -0.11], [2.36, -1.73, 0.52], [1.00, -1.85, 1.66], [0.34, 2.76, -0.79], [1.64, 2.89, -0.20], [0.85, 2.39, -0.07]],
  "nbo_charge": [-0.625, -0.211, -0.504, -0.416, 0.231, 0.254, 0.220, 0.218, 0.221, 0.425, 0.466, 0.225, 0.246, 0.239, 0.485, 0.492, -0.965],
  "e_lumo_ha": -0.1173,
  "charge": 1,
  "gap_ev": 13.048,
  "e_above_lowest_kcal_mol": 16.5,
  "homo_ev": -16.24
}



{
  "formula": "C3H12NO2",
  "method": "ωB97M-V with the def2-TZVPD basis set",
  "species": ["C", "C", "C", "O", "N", "H", "H", "H", "H", "H", "H", "H", "H", "H", "H", "H", "H", "O"],
  "coordinates": [[0.25, 0.42, 0.90], [-0.87, -0.66, 0.84], [-2.23, -0.03, 1.00], [-0.71, -1.30, -0.33], [1.52, -0.04, 0.15], [0.15, 1.43, 0.55], [0.42, 0.60, 1.95], [-0.63, -1.47, 1.65], [-2.22, 0.77, 1.72], [-3.09, -0.58, 1.37], [-2.53, 0.48, 0.04], [-1.56, -1.22, -0.86], [1.34, -0.06, -0.93], [1.74, -1.00, 0.27], [2.42, 0.38, 0.23], [1.25, 2.22, -2.16], [1.83, 0.75, -2.70], [1.63, 1.25, -1.99]],
  "mulliken_spin": [0.488, 0.120, -0.018, -0.131, 1.320, -0.116, 0.071, -0.001, 0.005, -0.005, -0.011, 0.037, 0.068, -0.324, -0.793, -0.056, -0.077, 0.421],
  "spin_multiplicity": 2,
  "e_lumo_ha": [0.0275, 0.0229],
  "gap_ev": [3.662, 11.503],
  "e_above_lowest_kcal_mol": 72.1,
  "homo_ev": [-2.91, -10.88]
}



{
  "formula": "C3H12NO2",
  "method": "ωB97M-V with the def2-TZVPD basis set",
  "species": ["C", "C", "C", "N", "H", "H", "H", "H", "H", "H", "H", "H", "H", "H", "O", "H", "H", "O"],
  "coordinates": [[-0.59, 3.07, -1.34], [-0.77, 1.66, -0.94], [0.00, 0.81, -0.18], [-0.29, 0.74, 1.35], [0.47, 3.33, -1.41], [-0.90, 3.92, -0.72], [-1.08, 3.22, -2.32], [-1.62, 1.25, -1.53], [0.68, 0.03, -0.49], [-0.04, 1.58, 1.87], [0.26, -0.12, 1.54], [-1.26, 0.50, 1.54], [0.94, -2.61, 0.62], [1.33, -2.04, 1.93], [0.96, -1.74, 1.09], [1.34, -4.58, -0.65], [-0.09, -4.74, -0.36], [0.68, -4.29, 0.00]],
  "nbo_charge": [-0.702, -0.077, -0.126, -0.730, 0.262, 0.257, 0.260, 0.222, 0.247, 0.434, 0.486, 0.434, 0.531, 0.486, -1.010, 0.489, 0.494, -0.957],
  "e_lumo_ha": -0.1856,
  "charge": 1,
  "gap_ev": 7.096,
  "e_above_lowest_kcal_mol": 101.7,
  "homo_ev": -12.15
}



{
  "formula": "C3H12NO2",
  "method": "ωB97M-V with the def2-TZVPD basis set",
  "species": ["C", "C", "C", "O", "N", "H", "H", "H", "H", "H", "H", "H", "H", "H", "H", "H", "H", "O"],
  "coordinates": [[-0.14, 0.51, 0.06], [0.65, 0.21, -1.21], [1.57, 1.33, -1.64], [1.30, -1.04, -1.08], [-0.82, -0.71, 0.56], [0.29, 1.12, 0.85], [-0.92, 1.20, -0.29], [-0.13, 0.11, -1.97], [1.02, 2.27, -1.70], [1.93, 1.10, -2.65], [2.44, 1.48, -1.03], [2.19, -1.01, -1.45], [-0.12, -1.45, 0.69], [-1.48, -1.08, -0.12], [-1.43, -0.57, 1.39], [-1.70, -1.02, 3.87], [-2.47, -1.64, 2.68], [-2.17, -0.80, 3.05]],
  "nbo_charge": [-0.254, 0.090, -0.645, -0.742, -0.688, 0.242, 0.228, 0.167, 0.237, 0.238, 0.229, 0.503, 0.455, 0.429, 0.472, 0.507, 0.478, -0.947],
  "e_lumo_ha": -0.1254,
  "charge": 1,
  "gap_ev": 11.361,
  "e_above_lowest_kcal_mol": 13.9,
  "homo_ev": -14.77
}



{
  "formula": "C3H12NO2S",
  "method": "ωB97M-V with the def2-TZVPD basis set",
  "species": ["C", "O", "C", "C", "S", "N", "H", "H", "H", "H", "H", "H", "H", "H", "H", "H", "H", "H", "O"],
  "coordinates": [[-0.76, 2.15, -0.30], [-1.93, 2.43, -1.14], [-0.45, 0.64, -0.01], [0.87, 0.47, 0.78], [1.11, -1.33, 0.95], [-1.41, -0.01, 0.77], [0.25, 2.67, -0.69], [-0.92, 2.59, 0.66], [-1.92, 3.33, -1.49], [-0.31, -0.03, -1.01], [1.63, 1.04, 0.29], [0.72, 0.85, 1.79], [1.69, -5.50, 3.26], [1.57, -5.19, 2.65], [-1.03, -0.92, 1.06], [-2.32, -0.13, 0.27], [1.76, -2.03, -2.45], [1.01, -1.62, -1.20], [0.92, -1.57, -2.18]],
  "nbo_charge": [-0.080, -0.717, -0.082, -0.605, 0.493, -0.538, 0.203, 0.189, 0.504, 0.304, 0.301, 0.262, 0.025, -0.024, 0.354, 0.433, 0.491, 0.432, -0.946],
  "e_lumo_ha": -0.3599,
  "charge": 1,
  "gap_ev": 4.860,
  "e_above_lowest_kcal_mol": 171.5,
  "homo_ev": -14.65
}